[1]
Formula: C26H25BeN10OP
Source: the OMol25 dataset
Level of theory: the ωB97M-V functional and the def2-TZVPD basis

Values from the calculation:
- Kohn-Sham gap: 7.4 eV
- Spin multiplicity: 1
- Energy: -54009.3003 eV
- Lowest unoccupied orbital energy: -0.67 eV
- Net charge: 0
- HOMO level: -8.107 eV

Geometry (Å):
Be (0.6500, 0.2423, 0.8261)
N (1.4629, 0.2682, 3.7057)
C (0.8866, 1.3852, 3.1836)
N (0.6532, 2.5104, 3.8395)
N (0.0969, 3.3145, 2.9429)
N (-0.0146, 2.7473, 1.8130)
N (0.4736, 1.4854, 1.8998)
C (1.8320, -0.7938, 2.9391)
N (2.5723, -1.8200, 3.3230)
N (2.6572, -2.5941, 2.2489)
N (2.0238, -2.1001, 1.2643)
N (1.4638, -0.9270, 1.6443)
H (1.8029, 0.3229, 4.6512)
C (4.3272, 0.4981, 0.4005)
C (3.3821, 1.6917, 0.4395)
C (4.1416, 3.0125, 0.4865)
C (2.3876, 1.7214, -0.7300)
C (2.9846, 1.5325, -2.1417)
O (2.1848, 0.5054, -2.7269)
C (1.3156, 0.0870, -1.8069)
N (1.3866, 0.6699, -0.6680)
C (0.3346, -0.8922, -2.2599)
C (0.5254, -1.4401, -3.5335)
C (-0.4257, -2.2645, -4.1016)
C (-1.5857, -2.5621, -3.4028)
C (-1.7717, -2.0475, -2.1363)
C (-0.8277, -1.2119, -1.5483)
P (-1.2369, -0.4779, 0.0650)
C (-2.4045, 0.7924, -0.5182)
C (-1.9071, 2.0917, -0.5862)
C (-2.7087, 3.1154, -1.0608)
C (-4.0040, 2.8508, -1.4725)
C (-4.4953, 1.5572, -1.4143)
C (-3.7018, 0.5268, -0.9459)
C (-2.1593, -1.8448, 0.8165)
C (-1.5270, -3.0917, 0.8362)
C (-2.1448, -4.1640, 1.4492)
C (-3.3656, -3.9914, 2.0852)
C (-3.9688, -2.7458, 2.1035)
C (-3.3725, -1.6696, 1.4705)
H (4.8731, 0.4361, 1.3378)
H (5.0580, 0.5990, -0.3985)
H (3.7780, -0.4303, 0.2647)
H (2.7789, 1.6210, 1.3451)
H (4.6974, 3.1713, -0.4343)
H (4.8425, 3.0100, 1.3158)
H (3.4439, 3.8341, 0.6267)
H (1.8410, 2.6715, -0.6636)
H (4.0222, 1.1901, -2.1365)
H (2.9013, 2.4284, -2.7613)
H (1.4246, -1.1905, -4.0769)
H (-0.2788, -2.6582, -5.0957)
H (-2.3608, -3.1683, -3.8462)
H (-2.6740, -2.2831, -1.5923)
H (-0.9123, 2.3042, -0.2234)
H (-2.3251, 4.1231, -1.1002)
H (-4.6366, 3.6494, -1.8317)
H (-5.5046, 1.3526, -1.7373)
H (-4.0964, -0.4769, -0.8975)
H (-0.5580, -3.2058, 0.3622)
H (-1.6708, -5.1360, 1.4493)
H (-3.8277, -4.8304, 2.5873)
H (-4.9029, -2.6070, 2.6256)
H (-3.8369, -0.6948, 1.5009)



[2]
Formula: C26H25BiGeN4OS
Source: the OMol25 dataset
Level of theory: the ωB97M-V functional and the def2-TZVPD basis

Values from the calculation:
- Kohn-Sham gap: 7.4 eV
- Spin multiplicity: 1
- Energy: -108552.4563 eV
- Lowest unoccupied orbital energy: -6.75 eV
- Net charge: +2
- HOMO level: -14.151 eV
- Energy relative to the best compared isomer or geometry (same formula, charge and spin): 0.060 eV

Geometry (Å):
Bi (-0.8528, 0.3190, -0.5909)
N (-3.7809, 3.7500, -0.4394)
C (-2.7353, 2.9300, -0.2986)
S (-3.1707, 1.2016, -0.2809)
N (-1.5444, 3.4494, -0.1749)
N (-0.5567, 2.5226, 0.0188)
C (0.5791, 2.8848, 0.4921)
C (0.9732, 4.2950, 0.6646)
C (0.8436, 5.1740, -0.4101)
C (1.2170, 6.4983, -0.2652)
C (1.6857, 6.9573, 0.9613)
C (1.7971, 6.0890, 2.0408)
C (1.4541, 4.7547, 1.8911)
C (1.4410, 1.7507, 0.9690)
C (2.7390, 1.9322, 1.3768)
C (3.4140, 0.8686, 1.9708)
C (2.7633, -0.3335, 2.1608)
C (1.4731, -0.4718, 1.6764)
N (0.8367, 0.5391, 1.0739)
H (-4.7212, 3.4031, -0.4851)
H (-3.6271, 4.7459, -0.4066)
H (0.4687, 4.8159, -1.3627)
H (1.1392, 7.1761, -1.1074)
H (1.9610, 8.0002, 1.0778)
H (2.1499, 6.4510, 2.9993)
H (1.5246, 4.0818, 2.7417)
H (3.2152, 2.8937, 1.2391)
H (4.4421, 0.9920, 2.2887)
H (3.2412, -1.1635, 2.6679)
H (0.9222, -1.3988, 1.7733)
C (-2.6908, -1.7009, 1.2773)
O (-1.3854, -1.5078, 0.6344)
H (-3.0289, -0.7564, 1.6944)
H (-2.5824, -2.4187, 2.0897)
H (-3.4226, -2.0746, 0.5643)
Ge (-0.6350, -3.1996, 0.1632)
C (-1.9441, -3.9797, -0.9375)
C (-2.0857, -3.6156, -2.2832)
C (-3.0369, -4.2460, -3.0720)
C (-3.8334, -5.2486, -2.5255)
C (-3.6889, -5.6224, -1.1960)
C (-2.7451, -4.9901, -0.3972)
C (1.0745, -2.7557, -0.5165)
C (1.2915, -2.1672, -1.7717)
C (2.5847, -1.9433, -2.2267)
C (3.6685, -2.3256, -1.4421)
C (3.4640, -2.9328, -0.2079)
C (2.1715, -3.1454, 0.2571)
H (-0.5758, -3.7493, 1.5896)
H (-1.4529, -2.8524, -2.7279)
H (-3.1482, -3.9704, -4.1150)
H (-4.5691, -5.7476, -3.1457)
H (-4.3061, -6.4111, -0.7821)
H (-2.6383, -5.2877, 0.6386)
H (0.4625, -1.9177, -2.4261)
H (2.7479, -1.4954, -3.2014)
H (4.6766, -2.1698, -1.8058)
H (4.3109, -3.2517, 0.3890)
H (2.0251, -3.6248, 1.2203)



[3]
Formula: C26H25BrCl2F6N3O2SbTl
Source: the OMol25 dataset
Level of theory: the ωB97M-V functional and the def2-TZVPD basis

Values from the calculation:
- Kohn-Sham gap (spin up / spin down): 4.6 / 4.9 eV
- Spin multiplicity: 2
- Energy: -158557.2798 eV
- Lowest unoccupied orbital energy (spin up / spin down): 2.36 / 2.66 eV
- Net charge: -2
- HOMO level (spin up / spin down): -2.242 / -2.242 eV
- Energy relative to the best compared isomer or geometry (same formula, charge and spin): 3.274 eV

Geometry (Å):
Tl (-0.3465, -1.9146, -0.9436)
C (-2.0618, -6.4879, -1.3749)
C (-1.6876, -5.0930, -1.8484)
O (-0.9566, -4.5603, -0.9967)
C (-2.2049, -4.6450, -3.0803)
C (-2.1183, -3.2862, -3.5484)
C (-3.0206, -2.9191, -4.6752)
N (-1.1649, -2.4002, -3.1619)
N (-1.1050, -1.2957, -4.0455)
C (-0.1302, -0.5470, -3.7064)
O (0.5746, -0.5723, -2.6334)
C (0.2573, 0.4418, -4.7554)
C (1.5561, 1.0233, -4.7032)
C (1.9509, 1.9720, -5.6239)
C (1.0843, 2.4177, -6.5955)
C (-0.2216, 1.8878, -6.6499)
C (-0.6110, 0.8959, -5.7519)
H (-2.9197, -6.4715, -0.6754)
H (-1.2957, -7.0318, -0.8514)
H (-2.4147, -7.0909, -2.2097)
H (-2.9699, -5.1968, -3.6019)
H (-3.8333, -3.6133, -4.7875)
H (-2.6358, -2.6566, -5.6300)
H (-3.6554, -2.0616, -4.4018)
H (2.1736, 0.7243, -3.8901)
H (2.9114, 2.4515, -5.5348)
H (1.3274, 3.1963, -7.2796)
H (-0.9153, 2.2519, -7.3805)
H (-1.6204, 0.4806, -5.8089)
C (1.2462, 4.1901, 3.1746)
C (0.2735, 3.9799, 1.9723)
C (-0.7514, 4.8343, 1.6170)
C (-1.4697, 4.6712, 0.4746)
C (-1.1902, 3.5431, -0.2921)
Br (-1.9725, 3.3406, -2.0438)
N (-0.2876, 2.6689, 0.0899)
C (0.4356, 2.8516, 1.1786)
H (0.7363, 4.3328, 4.1154)
H (1.7201, 5.2153, 3.0387)
H (2.0382, 3.3959, 3.1938)
H (-0.9838, 5.7047, 2.2403)
H (-2.3810, 5.3513, 0.1948)
H (1.2006, 2.0990, 1.4112)
Cl (1.2873, -5.8627, 2.7763)
C (1.1652, -4.9031, 1.2194)
Cl (2.8458, -4.6224, 0.6810)
H (0.6784, -3.9659, 1.4385)
H (0.5566, -5.4553, 0.4542)
F (3.4285, 2.4176, 4.3946)
Sb (5.2640, 2.8946, 4.0461)
F (5.7283, 2.3494, 5.8294)
F (4.9767, 4.6773, 4.6760)
F (4.7618, 3.2912, 2.2930)
F (7.0270, 3.3685, 3.8006)
F (5.6645, 1.1420, 3.5780)
C (-3.0758, -2.2860, 5.5342)
C (-2.1910, -1.1777, 5.3192)
C (-1.5739, -0.4510, 6.3662)
C (-0.8258, 0.6749, 6.0939)
C (-0.5002, 1.0329, 4.7739)
C (-1.0082, 0.2869, 3.7045)
C (-1.8707, -0.8052, 3.9930)
H (-1.6666, -0.7508, 7.4140)
H (-0.3968, 1.2449, 6.8535)
H (0.1054, 1.8796, 4.5671)
H (-0.6650, 0.4571, 2.6981)
H (-2.2763, -1.5147, 3.2761)



[4]
Formula: C26H25Cl4GeMoN5S3
Source: the OMol25 dataset
Level of theory: the ωB97M-V functional and the def2-TZVPD basis

Values from the calculation:
- Kohn-Sham gap (spin up / spin down): 5.1 / 5.9 eV
- Spin multiplicity: 4
- Energy: -175783.2033 eV
- Lowest unoccupied orbital energy (spin up / spin down): -4.58 / -4.64 eV
- Net charge: +1
- HOMO level (spin up / spin down): -9.654 / -10.500 eV
- Energy relative to the best compared isomer or geometry (same formula, charge and spin): 2.951 eV

Geometry (Å):
Mo (0.0828, -1.7150, 0.2732)
C (-1.5274, 1.7521, -0.2126)
N (-0.3336, 1.1508, -0.8156)
C (0.9883, 1.7279, -0.6106)
C (1.6973, 1.3212, 0.6758)
N (1.9226, -0.1342, 0.9283)
C (2.0832, -0.2423, 2.4109)
C (3.1516, -0.6095, 0.2840)
C (4.4063, -0.3226, 0.8066)
C (5.5496, -0.8554, 0.2297)
C (5.4573, -1.6721, -0.8899)
C (4.2186, -1.9278, -1.4512)
C (3.0776, -1.3948, -0.8629)
S (1.5152, -1.4739, -1.6714)
C (-0.6399, 0.9611, -2.2109)
C (-0.3626, 1.9481, -3.1517)
C (-0.6754, 1.7595, -4.4881)
C (-1.2864, 0.5795, -4.8923)
C (-1.5697, -0.4072, -3.9635)
C (-1.2463, -0.2263, -2.6197)
S (-1.5958, -1.5248, -1.4792)
H (-1.8210, 2.6592, -0.7542)
H (-0.6463, 1.6089, 1.7534)
H (-2.3236, 1.0221, -0.3629)
H (0.9929, 2.8287, -0.6466)
H (1.5966, 1.4000, -1.4534)
H (1.1698, 1.7133, 1.5439)
H (2.6686, 1.8218, 0.6834)
H (2.7369, 0.5505, 2.7856)
H (2.4958, -1.2075, 2.6726)
H (1.1051, -0.1319, 2.8725)
H (4.4998, 0.3009, 1.6884)
H (6.5169, -0.6391, 0.6652)
H (6.3494, -2.0991, -1.3312)
H (4.1232, -2.5388, -2.3392)
H (0.1055, 2.8750, -2.8375)
H (-0.4437, 2.5317, -5.2103)
H (-1.5349, 0.4217, -5.9343)
H (-2.0231, -1.3404, -4.2739)
N (-2.9082, 0.3264, 2.2511)
C (-2.7006, 1.6203, 2.0564)
C (-3.6627, 2.5310, 2.5595)
C (-3.4210, 3.8649, 2.5239)
C (-2.2086, 4.4240, 1.9955)
C (-1.3033, 3.6086, 1.4453)
C (-1.4963, 2.1424, 1.3286)
N (-0.8558, -0.4765, 1.4673)
C (-2.0268, -0.7347, 1.8405)
C (-2.5059, -2.1165, 1.7972)
C (-3.5387, -2.7920, 2.3539)
S (-3.2897, -4.4754, 2.1562)
C (-1.8351, -4.1841, 1.3309)
N (-1.5580, -2.9221, 1.1844)
H (-3.7789, 0.0712, 2.6986)
H (-4.5736, 2.1414, 3.0014)
H (-4.1677, 4.5402, 2.9271)
H (-2.0592, 5.4944, 2.0458)
H (-0.3892, 3.9972, 1.0087)
H (-4.3946, -2.4125, 2.8909)
H (-1.2052, -4.9782, 0.9580)
Cl (-1.1074, -5.0491, -1.5743)
Ge (0.5032, -3.6190, -1.9271)
Cl (0.3117, -3.3859, -4.0594)
Cl (2.2248, -4.8671, -1.5747)
Cl (1.4659, -3.2202, 1.5040)